Formula: C11H21AuClN5O5P
Source: OMol25
Level of theory: ωB97M-V with the def2-TZVPD basis set

E_HOMO	-0.4242	Ha
maximum force	0.40	eV Å⁻¹
orbital gap	8.3	eV
charge	+1
electronic energy	-2018.43886	hartree

Last column: Mulliken charge in e.
Element x y z (Å)
N 2.33229 -4.55790 -0.51195  0.132
C -4.77812 -1.85778 -0.08331  -0.668
O -1.70315 2.28371 0.04410  -0.538
C 3.63146 -3.99496 -0.58042  -0.748
H -6.05298 -0.60064 1.11374  0.360
H -4.62344 -1.21471 1.96622  0.339
H 3.27548 -1.48177 0.41220  0.455
C -2.75328 -3.17425 0.01896  0.285
C 0.66894 -2.58142 -2.05418  -0.667
N 1.69772 -3.47923 -2.58775  0.137
H -6.13458 -4.42073 2.42184  0.361
H 4.04623 -3.80226 0.40803  0.389
H 2.80752 -0.69643 -1.09849  0.455
C 2.79139 -1.64019 -0.55218  -0.966
N -1.59351 -3.20617 -0.04360  -0.366
H 4.30236 -4.63631 -1.15239  0.368
H 2.41066 -5.43264 -2.40542  0.281
O -6.21709 -2.52087 1.73708  -0.401
O -2.82048 0.40633 0.92491  -0.552
H 4.55165 -2.29781 -1.43336  0.330
H 3.66570 -3.55635 -3.23357  0.374
H -4.66615 -3.46328 2.72075  0.310
H -5.55277 -2.01430 -0.83715  0.238
H -4.19106 -5.06536 0.89433  0.427
H 2.93865 -1.92296 -3.21358  0.393
C 1.77534 -4.73993 -1.85152  -0.909
O -2.63776 2.37984 2.21829  -0.578
C -4.83738 -4.20949 0.70700  -0.653
P 1.03535 -2.18597 -0.29522  1.166
N 3.59817 -2.64640 -1.32285  0.009
H -4.08611 -1.09541 -0.42781  0.466
H -0.30550 -3.05926 -2.11962  0.395
Cl -2.04498 1.57656 1.22572  1.640
C -5.40710 -1.46697 1.24122  -0.438
O -0.72997 1.06242 1.84222  -0.823
H 0.77763 -5.16576 -1.76805  0.381
C 1.41339 -3.85013 0.38647  -0.676
C -5.45854 -3.68324 1.99217  -0.484
N -4.05603 -3.13194 0.08952  -0.051
H 1.85361 -3.74091 1.37921  0.424
H -5.62025 -4.50258 0.00461  0.285
Au 0.05817 -0.52795 0.81760  0.087
H 0.48965 -4.41523 0.48427  0.361
C 2.97947 -2.88880 -2.71189  -0.749
H 0.63440 -1.65231 -2.62624  0.419